--- P ---
Formula: C3H11N2O
Source: the Open Molecules 2025 dataset
Level of theory: wB97M-V/def2-TZVPD

Values from the calculation:
- LUMO level (eV) = -3.688
- HOMO (eV) = -13.79
- total charge = +1

Last column: natural (NBO) charge in e.
Atoms and positions in Å:
1 C 2.937 0.733 -0.830  -0.443
2 N 2.029 -0.388 -0.300  -0.737
3 H 1.584 -1.106 -1.084  0.487
4 H 2.672 -0.938 0.389  0.462
5 H 1.114 -0.105 0.104  0.469
6 H 3.048 1.513 -0.018  0.243
7 H 2.518 1.305 -1.752  0.261
8 H 3.962 0.366 -0.979  0.246
9 C -3.011 0.048 -0.245  -0.728
10 C -1.827 -0.559 0.404  0.699
11 O -0.996 -1.217 -0.200  -0.679
12 N -1.475 -0.082 1.666  -0.815
13 H -3.159 -0.389 -1.284  0.257
14 H -2.642 1.085 -0.341  0.246
15 H -0.716 -0.658 2.064  0.394
16 H -2.076 0.351 2.200  0.386
17 H -3.964 0.039 0.206  0.252

---

--- Q ---
Formula: C3H11N2O
Source: the Open Molecules 2025 dataset
Level of theory: wB97M-V/def2-TZVPD

Values from the calculation:
- LUMO level (eV) = -3.050
- HOMO (eV) = -14.13
- total charge = +1

Last column: natural (NBO) charge in e.
Atoms and positions in Å:
1 C 2.569 1.399 -1.307  -0.431
2 N 1.533 0.323 -1.437  -0.694
3 H 1.916 -0.630 -1.449  0.434
4 H 0.896 0.242 -0.620  0.494
5 H 1.082 0.414 -2.339  0.436
6 H 2.251 2.024 -0.477  0.234
7 H 2.612 2.027 -2.183  0.239
8 H 3.526 0.998 -0.991  0.240
9 C -2.604 -0.279 0.594  -0.715
10 C -1.244 -0.699 1.058  0.716
11 O -0.252 -0.428 0.368  -0.752
12 N -1.136 -1.397 2.193  -0.767
13 H -3.403 -0.684 1.221  0.226
14 H -2.808 -0.641 -0.408  0.251
15 H -0.230 -1.690 2.517  0.418
16 H -1.984 -1.779 2.572  0.413
17 H -2.724 0.799 0.688  0.257

---

Preferred: Q; penalty for the next structure: 146.0 kJ/mol.

---

--- P ---
Formula: C5H14NP
Source: the Open Molecules 2025 dataset
Level of theory: wB97M-V/def2-TZVPD

Values from the calculation:
- LUMO level (eV) = 0.809
- HOMO (eV) = -7.72

Last column: natural (NBO) charge in e.
Atoms and positions in Å:
1 C 2.527 0.954 0.293  -1.096
2 C -2.308 -0.353 1.164  -0.610
3 C 0.688 -0.814 -1.957  -0.954
4 C -1.834 0.648 0.103  -0.388
5 C -0.335 0.968 0.248  -0.750
6 N 0.982 -1.392 0.691  -1.166
7 P 1.080 -0.042 -0.340  1.579
8 H 2.325 1.940 -0.117  0.181
9 H 3.567 0.698 -0.354  0.197
10 H -3.263 -0.660 0.919  0.208
11 H -1.617 -1.228 1.290  0.223
12 H -2.146 0.134 2.185  0.200
13 H -0.057 -1.572 -1.973  0.249
14 H 0.358 0.165 -2.300  0.233
15 H 1.614 -1.183 -2.225  0.241
16 H -2.420 1.448 0.337  0.205
17 H -2.034 0.349 -0.944  0.192
18 H -0.145 1.851 -0.424  0.229
19 H -0.111 1.242 1.334  0.259
20 H 1.709 -2.055 0.508  0.376
21 H 1.421 -1.097 1.560  0.392

---

--- Q ---
Formula: C5H14NP
Source: the Open Molecules 2025 dataset
Level of theory: wB97M-V/def2-TZVPD

Values from the calculation:
- LUMO level (spin up / spin down) (eV) = -0.106 / 0.604
- HOMO (spin up / spin down) (eV) = -7.80 / -7.32

Last column: natural (NBO) charge in e.
Atoms and positions in Å:
1 C 2.013 -0.510 1.014  -0.602
2 C -1.899 0.987 0.879  -1.000
3 C -1.419 -1.853 -0.194  -0.924
4 C 2.409 0.566 0.126  -0.483
5 C 1.527 1.064 -0.990  -0.353
6 N -2.503 0.515 -1.735  -1.206
7 P -1.451 0.081 -0.646  1.336
8 H 1.157 -0.075 1.587  0.200
9 H 1.720 -1.392 0.474  0.203
10 H 2.804 -0.877 1.653  0.216
11 H -1.452 0.581 1.861  0.244
12 H -1.772 2.143 0.674  0.266
13 H -2.967 0.795 1.054  0.240
14 H -1.039 -1.861 0.817  0.230
15 H -2.405 -2.293 -0.340  0.229
16 H -0.885 -2.382 -0.993  0.236
17 H 3.302 0.323 -0.465  0.212
18 H 2.819 1.436 0.820  0.197
19 H 1.385 2.217 -1.044  0.185
20 H 1.482 0.645 -2.017  0.187
21 H -2.827 -0.108 -2.536  0.390

---

Preferred: P; penalty for the next structure: 136.7 kJ/mol.

---

--- P ---
Formula: C8H15N2O
Source: the Open Molecules 2025 dataset
Level of theory: wB97M-V/def2-TZVPD

Values from the calculation:
- LUMO level (eV) = -3.411
- HOMO (eV) = -13.08
- total charge = +1

Last column: natural (NBO) charge in e.
Atoms and positions in Å:
1 C -1.820 2.024 0.019  0.830
2 C 2.343 -0.463 0.156  -0.432
3 C 1.981 -1.610 1.032  -0.401
4 C -0.430 0.482 -1.225  -0.117
5 C 1.081 -1.222 -0.042  -0.134
6 C -0.238 -0.540 0.000  0.045
7 C 1.100 -2.225 -1.205  -0.574
8 C -1.099 -0.635 1.057  -0.417
9 N -0.750 2.632 0.652  -0.782
10 N -3.116 2.285 0.178  -0.734
11 O -1.631 1.237 -1.071  -0.465
12 H 2.585 0.545 0.454  0.223
13 H 3.113 -0.646 -0.619  0.221
14 H 2.633 -2.385 1.062  0.234
15 H 1.805 -1.345 2.065  0.222
16 H 0.406 1.198 -1.209  0.194
17 H -0.606 -0.112 -2.175  0.256
18 H 0.386 -2.980 -1.053  0.220
19 H 2.132 -2.657 -1.218  0.230
20 H 0.706 -1.759 -2.116  0.196
21 H -2.023 -0.151 1.165  0.192
22 H 0.182 2.214 0.353  0.431
23 H -0.826 -1.392 1.740  0.231
24 H -0.764 2.698 1.678  0.437
25 H -3.460 2.982 0.838  0.444
26 H -3.690 1.826 -0.516  0.451

---

--- Q ---
Formula: C8H15N2O
Source: the Open Molecules 2025 dataset
Level of theory: wB97M-V/def2-TZVPD

Values from the calculation:
- LUMO level (eV) = -3.560
- HOMO (eV) = -11.70
- total charge = +1

Last column: natural (NBO) charge in e.
Atoms and positions in Å:
1 C -0.885 -0.037 -2.437  0.980
2 C -0.146 -2.205 0.168  -0.422
3 C 1.237 -1.949 -0.325  -0.406
4 C -0.867 -0.915 0.731  -0.432
5 C 1.163 -0.909 -1.586  -0.276
6 C -0.826 0.254 -0.276  -0.041
7 C -1.352 2.120 1.245  -0.418
8 C 0.991 1.605 1.061  -0.420
9 N -0.056 -0.111 -1.493  -0.467
10 N -0.351 1.537 0.326  -0.367
11 O -1.586 0.364 -3.277  -0.341
12 H -0.550 -2.694 -0.770  0.207
13 H -0.313 -2.829 1.052  0.247
14 H 1.768 -1.535 0.585  0.207
15 H 1.804 -2.870 -0.681  0.247
16 H -1.804 -1.251 0.922  0.227
17 H -0.278 -0.456 1.600  0.187
18 H 2.134 -0.385 -1.731  0.239
19 H 1.239 -1.560 -2.549  0.242
20 H -1.865 1.364 1.645  0.229
21 H -1.026 2.782 2.008  0.232
22 H -2.144 2.642 0.790  0.247
23 H 1.771 1.387 0.336  0.220
24 H 1.262 2.590 1.296  0.230
25 H 0.771 1.018 1.884  0.217
26 H -0.092 2.043 -0.525  0.434

---

Preferred: P; penalty for the next structure: 293.2 kJ/mol.